# C3H10N2O

A 2-piece molecular cluster, C3H10N2O overall (ωB97M-V/def2-TZVPD, OMol25).

Atoms and positions in Å:
C -0.81176 -3.40656 4.02773
C -0.41559 -3.24120 2.75708
O 0.31777 -2.16619 2.36179
H -1.62598 -4.00725 4.32230
H -0.10585 -3.11235 4.77398
H -0.39201 -4.22893 2.27217
H 0.64073 -1.90127 3.18319
N -0.84170 2.03493 -2.43115
C 0.11452 3.04733 -2.81938
N 1.60863 2.69176 -2.58123
H -1.31473 1.75034 -3.30556
H -0.25395 1.21281 -2.10499
H -0.24499 3.88692 -2.36283
H 0.06134 3.08614 -3.84907
H 1.48464 2.62846 -1.53226
H 1.77893 1.72507 -2.71177

Computed properties:
**HOMO energy (alpha / beta)**: 1.272 / -5.554 eV
**<S²>**: 0.7507
**Molecular weight**: 90.1 g/mol
**Relative energy (zero: lowest compared OMol25 entry of this formula, charge and spin)**: 83.8 kcal/mol
**Total charge**: -1
**2S+1**: 2